--- A ---
30
Properties=species:S:1:pos:R:3 method="wB97M-V/def2-TZVPD" homo_ev=-8.72 gap_ha=0.34330
C -0.94256 -2.09736 0.39302
C -0.00626 -1.42738 -0.62938
C -2.30701 -2.53711 -0.26707
C 1.86249 0.34375 -0.58080
C 3.28280 -0.00464 -0.10063
C 1.50347 1.78218 -0.14202
C 0.05984 1.92648 -0.06698
C -0.75046 1.81389 -1.16591
C -1.76091 2.59646 0.62957
H -1.85158 -0.67282 1.62463
H -1.34131 -2.01803 2.39988
H -0.46486 -3.03225 0.61887
H -2.30737 -2.48671 -1.30988
H -3.17090 -2.08817 0.25785
H -2.36264 -3.62435 -0.13189
H 0.88775 -0.61307 0.93106
H 2.03931 0.19302 -1.68618
H 1.98315 2.07564 0.79828
H 1.94197 2.47664 -0.87858
H -0.65363 1.47496 -2.14790
H -2.34091 3.33507 1.07643
H -2.86533 2.02154 -1.25719
H 4.46982 -0.43291 1.23995
N -1.06993 -1.39116 1.61301
N 0.91095 -0.56617 -0.06379
N -0.55041 2.50524 0.91293
N -1.96790 2.26195 -0.71721
O -0.08470 -1.43516 -1.87739
O 4.33674 -0.15376 -0.72088
O 3.52038 -0.22579 1.24820

***

--- B ---
30
Properties=species:S:1:pos:R:3 method="wB97M-V/def2-TZVPD" homo_ev=-9.05 gap_ha=0.35590
C -0.65539 1.11463 2.63305
C -1.11399 0.28974 1.46884
C -1.24724 2.43705 2.60441
C -0.45101 -1.17527 -0.37901
C -0.80659 -2.61106 -0.08197
C 0.73797 -1.22346 -1.38952
C 1.19596 0.20266 -1.78912
C 1.53374 0.64134 -3.06705
C 1.78500 2.16044 -1.48827
H 1.05798 1.51244 1.73945
H 1.16563 1.73264 3.30356
H -0.95800 0.55997 3.59168
H -2.18845 2.48067 2.06571
H -0.48825 3.12117 2.13992
H -1.49411 2.65229 3.69037
H 0.74231 -0.46810 1.27606
H -1.32183 -0.59022 -0.90946
H 1.65599 -1.75536 -1.03765
H 0.41574 -1.80931 -2.18770
H 1.76856 0.19898 -3.98738
H 2.11800 3.21465 -1.13235
H 2.45260 2.48892 -3.49897
H -1.97298 -3.95320 -1.04019
N 0.77465 1.07753 2.66793
N -0.16227 -0.38295 0.79358
N 1.16864 1.24312 -0.80436
N 1.97910 1.98949 -2.80103
O -2.24430 0.37304 1.02139
O -0.36478 -3.33264 0.76212
O -1.78401 -3.02693 -1.04278

***

Relative energies in kJ/mol: A 35.7; B 0.0

***

--- A ---
9
Properties=species:S:1:pos:R:3 method="wB97M-V/def2-TZVPD" homo_ev=-8.92 gap_ha=0.33317
C 1.38177 1.57828 0.56571
C 0.92320 0.49133 0.64174
N 0.09960 -0.59364 0.39114
Si -1.13817 -0.51176 -0.69987
H 1.79789 2.42547 0.99834
H 0.95431 -1.70150 0.70550
H -1.61011 0.70507 -0.14205
H -1.80642 -1.84908 -0.36525
H -0.60206 -0.54417 -2.09526

***

--- B ---
9
Properties=species:S:1:pos:R:3 method="wB97M-V/def2-TZVPD" homo_ev=-9.15 gap_ha=0.36797
C -2.64883 0.24704 -0.31137
C -1.62467 -0.21871 0.08958
N -0.34581 -0.76574 0.58988
Si 1.01499 0.07516 -0.02318
H -3.39694 0.53271 -1.03146
H -0.45211 -1.44461 1.36178
H 0.71457 0.69241 -1.29166
H 2.44899 -0.55901 -0.22469
H 1.02244 1.25610 1.03172

***

Relative energies in kJ/mol: A 167.4; B 0.0

***

--- A ---
8
Properties=species:S:1:pos:R:3 method="wB97M-V/def2-TZVPD" homo_ev=-3.77 gap_ha=0.28095 total_charge=-1
C -0.66666 1.09655 0.81716
O -3.20993 0.04664 1.31110
O -3.15574 -1.47271 -0.63090
S -1.19394 1.04196 -0.91953
S -3.31939 -0.08927 -0.16155
H 0.36226 0.70620 1.01816
H -1.45486 0.48589 1.36346
H -0.68673 2.06961 1.54862

***

--- B ---
8
Properties=species:S:1:pos:R:3 method="wB97M-V/def2-TZVPD" homo_ev="-2.57 / -3.83" gap_ha="0.23155 / 0.27711" total_charge=-1
C -0.72275 -0.26520 -0.41900
O 1.81989 1.46709 1.17512
O -2.12984 0.17555 -0.19007
S 2.76005 -1.01374 -0.07752
S 1.85515 0.79886 -0.12277
H -0.89779 -0.49082 -1.45738
H -0.43312 -1.14569 0.33287
H -2.25159 0.47394 0.75874

***

--- C ---
8
Properties=species:S:1:pos:R:3 method="wB97M-V/def2-TZVPD" homo_ev="-2.03 / -2.03" gap_ha="0.13168 / 0.13150" total_charge=-1
C -3.72875 -1.10662 -0.21053
O 0.39278 1.62611 2.13492
O -0.08817 -0.86647 2.70238
S -2.50608 -0.56189 -1.32307
S 0.75652 0.20799 2.06703
H -4.06541 -0.32519 0.34828
H -3.28366 -1.95454 0.42462
H -4.55981 -1.59663 -0.61912

***

Relative energies in kJ/mol: A 0.0; B 230.0; C 131.9